# 1
A 2-piece molecular cluster, C3H7N2O8S overall, computed with wB97M-V/def2-TZVPD.

Last column: Löwdin charge in e.
Element x y z (Å)
O  2.552  -1.888  -1.825  -0.02
H  1.774  -1.668  -2.361  0.08
O  0.927  0.036  0.617  -0.26
O  -1.239  -2.682  3.770  -0.08
O  -0.709  -2.513  1.679  -0.12
S  1.290  1.499  0.009  0.93
H  0.445  -0.790  -1.223  0.12
C  1.039  -1.009  -0.315  -0.28
O  0.696  -1.899  3.204  -0.06
H  -1.482  0.730  0.161  0.13
H  -2.076  2.376  0.370  0.13
C  -1.278  1.780  -0.077  -0.24
C  -1.312  1.989  -1.573  -0.25
O  2.304  2.110  0.824  -0.36
O  2.418  -1.039  -0.677  -0.13
O  -0.085  2.209  0.560  -0.32
N  -0.419  -2.351  2.896  -0.64
H  -0.548  2.645  -1.998  0.10
H  -2.822  0.888  -1.857  0.05
H  0.691  -1.919  0.174  0.12
N  -2.169  1.495  -2.360  0.09

Charge: -1
DFT total energy, hartree: -1227.92775
Orbital gap, eV: 7.31
LUMO, eV: 2.72



# 2
One molecule with the formula C3H7N2OP at a distorted geometry, computed with wB97M-V/def2-TZVPD.

Last column: Löwdin charge in e.
Element x y z (Å)
H  2.568  -1.180  1.282  0.09
H  -1.319  -1.748  -1.310  0.04
H  -2.601  1.110  -0.219  0.10
N  -1.061  -0.783  -1.477  -0.11
H  -0.923  2.045  -0.408  0.02
O  -1.233  -1.302  1.202  -0.34
C  2.440  -0.207  0.778  -0.11
H  -1.573  1.747  1.206  0.08
P  -0.749  -0.357  0.134  0.49
H  2.901  0.625  1.161  0.04
N  2.075  -0.338  -0.620  0.06
C  1.000  -0.081  0.082  -0.26
H  -0.043  -0.845  -1.937  0.11
C  -1.482  1.314  0.126  -0.20

SMILES: C[P@](N)(=O)C1=NC1
Energy above the lowest of the compared OMol25 structures with the same formula, charge and spin, kJ/mol: 41.46
Charge: 0
DFT total energy, hartree: -644.55331
Orbital gap, eV: 10.00
LUMO, eV: 0.00



# 3
An isolated ion of composition C3H7N2OS and charge -1 at a distorted geometry, computed with wB97M-V/def2-TZVPD.

Last column: Löwdin charge in e.
Element x y z (Å)
H  0.720  2.100  0.261  0.11
C  0.626  1.070  -0.334  -0.15
N  -1.259  -0.748  -0.808  -0.60
H  0.680  -1.845  0.608  0.06
C  -0.946  0.614  -0.208  -0.51
H  1.954  -1.918  -0.576  0.08
H  0.852  1.347  -1.472  0.12
H  -2.949  -0.747  1.177  -0.20
H  -1.339  0.695  0.892  0.05
H  -1.571  1.409  -0.841  0.08
N  1.617  -1.489  0.314  0.03
S  -2.905  -1.079  -0.215  0.35
O  2.815  0.569  0.884  -0.12
C  1.705  0.021  0.318  -0.30

SMILES: NC(=O)CC[N-]S
Energy above the lowest of the compared OMol25 structures with the same formula, charge and spin, kJ/mol: 467.22
Charge: -1
DFT total energy, hartree: -701.34824
Orbital gap, eV: 6.00
LUMO, eV: 3.78